Entry 1:
16
Properties=species:S:1:pos:R:3:forces:R:3:mulliken_charge:R:1 method="wB97M-V/def2-TZVPD" lumo_energy_ev=0.96 gap_ev=9.9936 smiles="C=C(F)[C@H](N)[C@H]1CS1" spin_multiplicity=1 total_charge=0
C 1.2569 -1.9931 0.3413 -0.3 0.0 -0.7 -0.81
C 1.3530 -0.7750 -0.2111 -0.7 0.0 0.9 0.20
F 2.5865 -0.3455 -0.6364 -0.6 -0.3 -0.1 -0.29
C 0.3045 0.3552 -0.4304 1.5 -0.6 1.7 0.37
N 0.7717 1.6645 0.1270 0.5 0.1 1.9 -0.66
C -1.0065 0.0657 0.2872 -0.8 0.4 -2.5 -0.51
C -2.2365 0.7437 -0.2442 0.1 -0.8 0.1 -0.74
S -2.2813 -1.1083 -0.3670 1.0 1.0 0.1 -0.12
H 2.1496 -2.6282 0.2134 -0.5 0.3 0.5 0.28
H 0.3119 -2.4611 0.7459 1.2 0.9 -0.7 0.26
H 0.2838 0.4297 -1.5136 -0.7 0.3 -0.2 0.28
H 1.7281 1.8658 -0.2099 -0.8 -0.2 0.4 0.29
H 0.7946 1.7248 1.2400 0.0 -0.6 -3.3 0.27
H -0.8710 0.1089 1.3288 0.0 -0.3 1.3 0.62
H -2.1852 1.3296 -1.1902 0.0 -0.6 0.9 0.26
H -2.9602 1.0233 0.5193 0.2 0.5 -0.4 0.30

---

Entry 2:
33
Properties=species:S:1:pos:R:3:forces:R:3:mulliken_charge:R:1 method="wB97M-V/def2-TZVPD" lumo_energy_ev=0.36 gap_ev=9.7450 spin_multiplicity=1 total_charge=0
C -0.7094 -1.7663 2.9717 0.7 -0.3 -3.2 -1.62
C 1.8247 -1.7510 2.4265 0.9 -1.5 0.0 -1.41
C -0.0687 0.1808 -3.0372 1.5 -0.7 -0.7 -1.56
C -1.0512 2.3901 -2.3812 0.5 -2.5 -3.3 -1.80
C 0.5199 -0.9804 2.2847 -1.1 0.5 1.1 1.06
C -0.3813 1.0542 -1.8970 -1.0 2.6 1.5 0.96
C 0.2435 -0.6865 0.8090 0.3 3.2 0.0 -0.42
C 0.8633 1.3640 -1.0567 1.5 0.0 0.4 -0.05
C 0.5691 1.2685 0.4599 -1.0 -2.8 -0.2 -0.55
N 1.6643 1.6051 1.3611 -1.1 -0.1 -2.4 1.20
O 1.3903 2.0996 2.4033 0.4 0.8 2.3 -0.64
O 2.7457 1.3029 0.9340 1.6 -0.4 0.2 -0.64
O -1.0575 -0.8099 0.4393 -0.2 -0.7 0.2 -0.56
O 1.4641 2.6392 -1.3412 1.2 -1.8 -0.1 -0.58
Br -1.0543 2.1128 1.0411 0.1 0.2 -0.1 -0.05
H -0.4810 -2.0756 3.9257 0.7 0.2 2.6 0.48
H -1.6681 -1.2261 2.9507 0.4 -0.2 0.2 0.46
H -0.8266 -2.7939 2.5245 -0.1 1.1 -0.3 0.36
H 1.9642 -2.2075 3.4608 -0.2 0.7 -1.3 0.37
H 1.9086 -2.6198 1.6591 -0.3 1.4 1.3 0.29
H 2.6805 -1.0823 2.2314 -0.3 -0.3 0.1 0.31
H -0.9328 -0.0805 -3.5974 -1.0 -0.2 -0.4 0.46
H 0.6174 0.7092 -3.8098 -0.6 -1.2 1.5 0.29
H 0.2780 -0.7680 -2.5443 0.4 0.6 -1.2 0.34
H -1.3989 2.9912 -1.6061 -0.4 1.3 1.1 0.46
H -1.9081 1.9098 -2.9023 -0.1 1.0 0.2 0.47
H -0.4843 2.9105 -3.2378 -0.6 -0.5 1.7 0.30
H 0.5969 0.0461 2.8080 -0.1 -1.7 -0.5 0.07
H -1.1518 0.6311 -1.1977 0.8 0.0 -1.0 0.23
H 1.0161 -0.9630 0.0583 -1.0 -0.5 0.5 0.57
H 1.6872 0.6041 -1.3345 -1.1 1.2 0.7 0.43
H -1.6389 -0.6503 1.2207 0.7 -0.2 -0.9 0.35
H 0.8184 3.3124 -1.3052 -1.3 1.1 0.1 0.42

---

Entry 3:
10
Properties=species:S:1:pos:R:3:forces:R:3:mulliken_charge:R:1 method="wB97M-V/def2-TZVPD" lumo_energy_ev="0.75 / -4.00" gap_ev="8.3372 / 6.6585" spin_multiplicity=3 total_charge=0
C 2.8302 0.3630 0.3896 -0.9 -0.6 1.4 0.26
C -0.0920 0.5341 -0.0290 3.3 0.4 1.2 -1.06
C 0.5913 -0.6363 0.6848 -2.1 0.9 -1.2 -0.38
N 3.6729 0.7049 -0.2991 1.6 0.7 -1.5 -0.30
S 0.5857 -2.1423 -0.0825 0.6 -1.8 2.6 -0.06
H -1.1145 0.4402 -0.0648 -2.6 -1.0 -0.9 0.40
H -0.1050 1.3900 0.7466 1.1 -0.5 -1.8 0.26
H 0.4339 0.5734 -1.0452 -1.1 1.1 1.4 0.36
H 0.3051 -0.7124 1.6795 0.0 -0.3 2.0 0.40
H 0.5131 -1.6997 -1.2425 -0.1 1.0 -3.2 0.11

---

Entry 4:
10
Properties=species:S:1:pos:R:3:forces:R:3:mulliken_charge:R:1 method="wB97M-V/def2-TZVPD" lumo_energy_ev="1.04 / -4.27" gap_ev="7.4637 / 5.7149" spin_multiplicity=3 total_charge=0
C -2.8955 -1.7943 0.9885 9.2 0.3 6.8 -0.03
C 1.7834 -0.7374 0.5766 0.9 -0.4 -0.1 -0.08
C 0.7103 -0.3037 0.2517 1.3 0.5 0.0 -0.08
C -0.4708 0.4331 -0.1524 -0.7 -1.9 4.8 -0.75
N -3.5544 -1.6973 0.0494 -9.0 0.8 -10.9 -0.35
H 2.8092 -1.0932 0.7469 -1.3 0.3 0.0 0.37
H -2.5982 -1.9504 1.9223 -0.2 -1.1 4.1 0.37
H -1.2756 -0.2977 -0.0800 -0.6 0.2 -0.6 -0.09
H -0.3847 0.9351 -1.0055 0.3 1.6 -3.8 0.36
H -0.7031 1.1734 0.6335 0.1 -0.2 -0.2 0.27

---

Table of energy relative to the best compared isomer or geometry (same formula, charge and spin) (kcal/mol), in record order: 27.8, 0.0, 70.1, 125.0